Record 1
26
Properties=species:S:1:pos:R:3 method="wB97M-V/def2-TZVPD" total_charge=0 e_lumo_ev=0.3 smiles=CCC(C)C.O.O.O multiplicity=1
C 0.2002 0.6379 2.2094
C 0.1900 -0.6193 1.3054
C 1.0626 -0.3358 0.0164
C 0.3595 -0.9330 -1.1400
C 2.3976 -1.0363 0.2792
H 0.1011 0.3103 3.3014
H 0.9439 1.3396 2.1915
H -0.7095 1.3159 2.0131
H 0.2996 -1.6403 1.7981
H -0.7492 -0.7101 0.9177
H 1.2284 0.6638 -0.1623
H -0.7191 -0.5078 -1.2255
H 0.2298 -2.0337 -1.2263
H 0.6454 -0.7356 -2.1580
H 2.2687 -2.0724 0.2753
H 2.6312 -0.9065 1.3596
H 3.1725 -0.6380 -0.4352
O -2.7406 -1.8857 -0.6273
H -2.7588 -0.9498 -0.7786
H -3.1280 -2.0626 0.2179
O 0.2533 3.3182 -1.3794
H 1.0119 2.9734 -1.7511
H -0.4269 2.6951 -1.4304
O -1.6631 1.4094 -0.9704
H -1.5456 0.6114 -1.4502
H -2.5550 1.7916 -1.1505

***

Record 2
21
Properties=species:S:1:pos:R:3 method="wB97M-V/def2-TZVPD" total_charge=0 e_lumo_ev=0.5 multiplicity=1
C -2.0981 -0.0720 -0.7027
C -1.8054 1.2873 0.0210
C -1.0995 -0.0930 0.3626
C 0.3070 -0.0486 -0.1310
C 1.2641 1.0610 0.0346
C 2.6617 0.9055 0.2297
C 3.2346 -0.3460 0.1310
C 2.3785 -1.3655 -0.2437
C 1.0751 -1.1881 -0.2142
H -4.0720 -0.6358 -1.0845
H -3.5782 -0.2103 1.0613
H -1.8921 -0.0809 -1.7091
H -2.7410 1.6275 0.7002
H -0.9019 1.9217 -0.3396
H 1.0412 2.0599 0.4204
H 3.1532 1.8512 0.5859
H 4.2961 -0.5678 0.2431
H 2.7263 -2.3823 -0.4436
H 0.4803 -2.0112 -0.1921
N -3.1892 -0.8329 -0.2131
F -1.2407 -0.8797 1.4840

***

Record 3
16
Properties=species:S:1:pos:R:3 method="wB97M-V/def2-TZVPD" total_charge=0 e_lumo_ev=1.1 smiles=C[C@]12C[C@H]1[C@H]1N[C@H]12 multiplicity=1
C 1.6225 -0.7011 0.9105
C 0.4277 -0.1239 0.1959
C 0.5106 0.7905 -1.0336
C -0.2602 1.2114 0.2099
C -1.7330 0.3496 0.1370
N -1.7592 -0.5934 -0.9746
C -0.9261 -0.8986 0.1867
H 1.3798 -0.9759 1.9475
H 2.4461 0.0200 0.9172
H 1.9639 -1.6079 0.3884
H 1.4646 1.2581 -1.3387
H -0.0576 0.5031 -1.9350
H -0.1058 2.1221 0.8435
H -2.6663 0.7451 0.6003
H -1.2518 -0.2641 -1.8026
H -1.0552 -1.8350 0.7476

***

What did we get for total energy? Answer: -426.94226, -503.33416, -288.63392 hartree, in the order shown.
What did we get for strongest force on any atom? Answer: 4.84, 6.13, 1.69 eV/Å, in the order shown.